A cluster of 15 separate species, C75H84B5ClF29N12O9S3 in total in a non-equilibrium geometry. Source: OMol25; level of theory: ωB97M-V/def2-TZVPD.

Each line ends with the Löwdin charge.
CARTESIAN COORDINATES (ANGSTROEM)
C1 11.79850 13.42786 11.79778  0.030
N1 12.46167 14.71397 11.64200  -0.052
C2 13.25550 14.91226 10.54698  -0.022
C3 14.03740 15.97867 10.31921  0.046
C4 13.93590 17.00773 11.31020  -0.125
C5 13.22999 16.77805 12.43415  0.014
C6 12.47762 15.64185 12.60218  0.024
C7 14.76896 18.26198 11.10551  -0.117
C8 16.21741 18.26098 10.92893  0.081
C9 16.91314 19.47142 10.80982  0.003
N2 16.23355 20.61284 11.07112  -0.086
C10 14.93412 20.62106 11.30533  0.011
C11 14.14048 19.43456 11.30634  0.046
C12 16.80210 21.96829 11.12084  0.014
H1 10.95756 13.18266 11.18182  0.103
H2 11.47062 13.16797 12.79974  0.104
H3 12.52342 12.70050 11.46196  0.104
H4 13.35574 13.99536 9.96607  0.155
H5 14.55026 15.96522 9.38508  0.138
H6 13.15349 17.46645 13.30208  0.150
H7 11.88268 15.38524 13.44513  0.135
H8 16.75982 17.28421 10.83561  0.130
H9 17.96556 19.69095 10.51891  0.159
H10 14.48058 21.57513 11.56969  0.153
H11 13.07966 19.44250 11.58291  0.146
H12 16.30180 22.66580 10.44518  0.111
H13 17.88197 22.09073 10.97358  0.111
H14 16.60768 22.31942 12.14437  0.101
C13 24.43047 23.32001 16.10140  0.033
N3 22.99136 23.64093 16.10577  -0.067
C14 22.12170 22.62551 15.99775  0.036
C15 20.75252 22.82749 16.25009  0.053
C16 20.32335 24.11416 16.43750  -0.099
C17 21.24960 25.18608 16.46811  0.068
C18 22.59781 24.93367 16.23689  0.028
C19 18.83290 24.28218 16.55058  -0.086
C20 17.94855 23.53404 15.82228  0.033
C21 16.58593 23.61332 16.03564  0.056
N4 16.07837 24.57733 16.84675  -0.070
C22 16.90734 25.42079 17.46851  -0.024
C23 18.25017 25.22972 17.45561  0.041
C24 14.62829 24.70225 16.90565  0.030
H15 24.61678 22.74739 15.19813  0.108
H16 24.72372 22.72014 16.97428  0.108
H17 25.01472 24.21111 16.10469  0.096
H18 22.51061 21.64202 15.82165  0.147
H19 20.05939 21.93312 16.38028  0.138
H20 20.97962 26.20681 16.55029  0.119
H21 23.34664 25.70388 16.26530  0.147
H22 18.17796 22.76856 15.15777  0.056
H23 15.92992 22.88822 15.54617  0.144
H24 16.32711 26.17592 18.01028  0.165
H25 18.83381 25.85846 18.06805  0.124
H26 14.18648 23.83766 16.48240  0.064
H27 14.18444 25.45798 16.23344  0.127
H28 14.32831 24.82096 17.94121  0.095
C25 15.91074 17.50136 14.91102  0.082
N5 16.91549 17.68292 16.02546  -0.034
C26 16.59621 18.49529 17.03288  0.002
C27 17.49952 18.67285 18.08125  0.067
C28 18.79888 17.99911 18.02207  -0.084
C29 19.03049 17.17306 16.91394  -0.002
C30 18.06909 17.07990 15.92351  -0.012
C31 19.89667 18.32206 18.97756  -0.139
C32 20.01586 19.64035 19.35907  0.095
C33 21.11755 19.98014 20.22527  0.008
N6 22.01120 19.08312 20.56442  -0.035
C34 21.96754 17.80807 20.14707  0.038
C35 20.91558 17.42740 19.31370  0.021
C36 23.05036 19.62776 21.54190  0.083
H29 16.00036 18.17707 14.14417  0.064
H30 14.92593 17.47648 15.45128  0.117
H31 16.20010 16.55676 14.52979  0.048
H32 15.65679 18.99572 16.92081  0.102
H33 17.27670 19.33324 18.93636  0.091
H34 19.95434 16.65376 16.81749  0.073
H35 18.10776 16.36036 15.13173  0.125
H36 19.25126 20.35012 19.18023  0.101
H37 21.13683 20.95815 20.65947  0.126
H38 22.66911 17.08914 20.52526  0.129
H39 20.84714 16.39912 18.95239  0.022
H40 22.42238 20.04846 22.35425  0.079
H41 23.62325 20.39358 20.98995  0.102
H42 23.57431 18.77659 21.97971  0.104
C37 21.78198 12.37290 16.04219  0.027
N7 20.39664 11.89441 16.27490  -0.121
C38 19.45074 12.24385 15.40448  -0.020
C39 18.13794 11.92814 15.61195  0.053
C40 17.74775 11.37390 16.84946  -0.116
C41 18.73509 10.96932 17.74466  0.034
C42 20.06684 11.25198 17.41314  -0.038
C43 16.31344 11.25540 17.08216  -0.114
C44 15.85045 11.44860 18.36927  0.043
C45 14.52007 11.58660 18.64266  0.015
N8 13.62819 11.51332 17.64435  -0.093
C46 14.08223 11.43005 16.33869  0.046
C47 15.40563 11.34503 16.06022  0.048
C48 12.22994 11.57769 17.88014  0.007
H43 22.48012 11.65152 16.51705  0.124
H44 21.85267 13.35066 16.52043  0.064
H45 21.80985 12.59096 15.00886  0.083
H46 19.71455 12.74155 14.43764  0.163
H47 17.46275 12.23916 14.86938  0.065
H48 18.56307 10.54572 18.74742  0.143
H49 20.96403 11.05615 17.95446  0.136
H50 16.64055 11.56548 19.07870  0.119
H51 14.19160 11.64134 19.67600  0.157
H52 13.19621 11.44305 15.68413  0.151
H53 15.62848 11.36568 15.02084  0.100
H54 11.80119 11.18901 16.94587  0.108
H55 11.93073 12.63974 18.11132  0.123
H56 11.91850 10.81300 18.64560  0.133
C49 11.05528 19.66028 17.40664  0.050
N9 12.14528 19.00186 18.07324  -0.087
C50 12.16977 17.67523 18.22170  0.025
C51 13.20108 17.07151 18.90970  0.039
C52 14.22219 17.82959 19.39822  -0.135
C53 14.18078 19.18934 19.22082  0.046
C54 13.09869 19.75451 18.56195  0.006
C55 15.39718 17.30295 20.15487  -0.111
C56 16.18297 17.96462 21.08705  0.054
C57 17.29086 17.34743 21.60354  0.038
N10 17.69242 16.15513 21.13129  -0.041
C58 17.01826 15.53576 20.16173  -0.015
C59 15.83634 16.06693 19.69858  0.040
C60 18.93714 15.50185 21.58957  0.026
H57 10.42743 20.06709 18.17220  0.115
H58 10.53703 18.91732 16.78755  0.122
H59 11.57850 20.37749 16.77749  0.089
H60 11.30123 17.11852 17.84555  0.156
H61 13.09281 15.96654 19.09536  0.150
H62 14.98560 19.76831 19.64632  0.087
H63 13.04050 20.86319 18.43726  0.180
H64 16.04644 18.90526 21.56327  0.130
H65 17.86943 17.85546 22.34079  0.118
H66 17.54639 14.65752 19.79112  0.086
H67 15.29617 15.51387 18.94710  0.117
H68 19.43469 16.11833 22.30316  0.071
H69 19.60513 15.37664 20.73415  0.046
H70 18.64962 14.55503 22.15059  0.142
C61 20.50060 23.90051 22.67040  0.072
N11 21.34190 23.01913 23.60849  -0.033
C62 20.62861 22.41319 24.61187  -0.021
C63 21.15433 21.49808 25.47616  0.040
C64 22.43632 20.96191 25.16385  -0.101
C65 23.21165 21.60582 24.18678  0.024
C66 22.62751 22.62930 23.43171  0.024
C67 23.02219 19.71156 25.80154  -0.098
C68 24.32323 19.72306 26.42685  0.061
C69 24.85520 18.48054 26.74879  -0.004
N12 24.20357 17.30258 26.68613  -0.054
C70 22.92831 17.34904 26.32577  -0.003
C71 22.31945 18.51995 25.85519  0.063
C72 24.86359 15.99896 27.06298  0.082
H71 19.58149 23.39395 22.36105  0.071
H72 21.07177 24.05314 21.77842  0.072
H73 20.16995 24.73223 23.32039  0.114
H74 19.64838 22.78816 24.82940  0.152
H75 20.47130 21.06300 26.18217  0.134
H76 24.20725 21.24076 23.96151  0.137
H77 23.11456 23.09276 22.55860  0.136
H78 24.89514 20.61803 26.55980  0.124
H79 25.73611 18.43169 27.30805  0.123
H80 22.37797 16.46951 26.47767  0.138
H81 21.25630 18.42706 25.45244  0.151
H82 24.92364 15.36958 26.16250  0.116
H83 24.11745 15.57502 27.65296  0.083
H84 25.74714 16.20494 27.62330  0.098
B1 12.90631 14.71642 16.31561  -1.288
F1 12.36408 13.79177 15.42586  0.125
F2 12.11224 14.87211 17.50220  0.058
F3 14.20193 14.21725 16.68955  0.082
F4 13.07559 15.93889 15.76269  0.169
B2 13.74185 20.84739 15.12911  -1.278
F5 14.39133 20.07946 16.09146  0.116
F6 12.70052 20.11827 14.48460  0.082
F7 13.13098 21.93748 15.71419  0.134
F8 14.72133 21.23117 14.16535  0.085
B3 19.51196 19.58092 23.09283  -1.390
F9 19.85538 18.46633 22.35592  0.146
F10 18.27616 19.88293 22.73494  0.215
F11 19.66242 19.40051 24.47818  0.120
F12 20.35162 20.66443 22.76992  0.114
B4 23.26113 23.03845 19.68178  -1.277
F13 21.92726 23.14568 20.02359  0.126
F14 23.84853 24.12488 19.10718  0.165
F15 24.09676 22.60977 20.76900  0.063
F16 23.21040 21.98428 18.70439  0.057
B5 22.47195 15.84142 23.24196  -1.230
F17 23.14133 15.61835 24.54615  0.018
F18 21.59673 14.74445 23.08514  0.103
F19 21.78576 16.99790 23.35501  0.167
F20 23.45303 15.96629 22.24603  0.105
C73 20.24366 19.55072 13.20328  -0.629
F21 21.47417 19.90260 13.71152  0.090
F22 20.35087 19.67787 11.86982  0.127
F23 19.97544 18.27676 13.52760  0.127
S1 18.95778 20.59725 13.91294  0.480
O1 19.20643 22.00836 13.58229  -0.316
O2 17.79851 20.06741 13.23174  -0.305
O3 19.05049 20.27649 15.32470  -0.303
C74 15.89212 23.43723 20.89095  -0.632
F24 14.95735 23.77603 19.96031  0.085
F25 16.45731 24.57714 21.35258  0.124
F26 15.28976 22.76142 21.86178  0.147
S2 17.13010 22.37601 20.05727  0.481
O4 18.20748 22.26965 21.04128  -0.298
O5 16.46396 21.12707 19.81005  -0.320
O6 17.40075 23.16339 18.89629  -0.281
C75 17.45799 13.93022 11.64091  -0.683
F27 17.80552 15.21189 11.44884  0.113
F28 16.95078 13.44221 10.52977  0.172
F29 18.57624 13.28273 11.99240  0.132
S3 16.27475 13.90583 13.01642  0.544
O7 15.84815 12.52294 13.17707  -0.307
O8 16.91030 14.58491 14.13561  -0.317
O9 15.14707 14.79216 12.58334  -0.323
Cl1 19.79858 14.29233 18.18832  -0.088

Forces on the atoms, in the same order (eV/Å):
0.42 -1.41 0.07
0.44 1.16 -0.30
-0.53 -2.76 0.17
-1.47 1.23 1.45
2.71 0.05 -2.79
-1.31 1.13 2.38
-0.28 -1.14 -1.05
1.93 -1.54 0.88
-0.35 -0.46 -0.77
-0.19 -0.28 0.05
-0.62 0.51 -0.81
-2.13 -1.23 0.55
0.30 2.56 0.41
0.76 1.20 0.89
-0.67 0.99 -0.77
0.48 0.61 0.32
0.37 -0.37 0.37
-0.24 0.47 -0.32
0.69 0.55 -0.22
0.41 -0.16 -0.89
-0.16 0.25 0.79
-0.57 1.17 0.01
-0.88 -0.95 0.53
0.20 -0.27 -0.15
0.50 0.43 -0.26
-0.13 -0.52 -0.17
-0.28 -0.84 -0.07
0.18 -0.12 -0.28
0.06 -0.96 -0.18
0.31 0.25 -0.33
-1.23 0.49 1.15
0.86 -1.74 -0.06
-0.84 0.89 0.16
0.62 -1.17 -0.95
-1.48 -1.06 1.01
0.01 1.93 1.65
-1.34 -0.17 0.77
0.15 0.66 0.56
0.23 -1.12 -2.19
-1.59 0.26 0.63
0.76 -0.60 -1.79
-0.69 0.76 0.03
0.22 0.01 -0.09
-0.56 0.25 -0.15
0.23 0.68 -0.09
0.31 -0.19 0.04
1.07 1.33 -0.66
-0.54 0.70 0.19
0.21 -0.03 -0.01
1.10 -0.82 -1.01
-0.10 0.48 0.26
0.87 -0.10 0.13
0.74 0.53 0.54
-0.20 -1.30 0.06
0.82 0.39 0.57
-0.14 0.16 -0.08
-0.52 -1.64 3.50
-1.48 1.21 -1.30
1.35 0.27 1.41
1.50 -0.73 -0.15
-1.87 0.56 -0.80
-0.46 1.02 0.56
0.95 -1.34 0.73
0.06 0.44 -0.82
2.13 -0.31 2.30
-3.07 -0.11 -2.14
1.41 0.56 1.18
-1.56 -0.18 -0.88
0.47 -0.46 0.39
-1.31 -0.61 -0.11
0.26 2.28 -1.34
0.80 -0.01 -1.12
-0.51 -1.14 -0.50
-0.14 0.15 0.28
-0.01 -0.29 -0.72
0.40 -0.36 -0.14
0.48 -0.09 -0.49
-0.38 0.77 -0.25
0.41 0.29 0.00
0.45 0.05 0.16
0.13 0.12 0.22
0.56 -0.05 -0.65
-0.01 -0.52 0.54
0.33 0.17 -0.41
-0.66 -0.11 1.62
-0.24 -0.11 0.20
-0.21 0.22 -1.59
0.80 -0.12 1.63
0.90 -0.49 -1.27
1.11 0.40 0.30
-0.35 0.58 -0.84
-0.11 1.22 0.50
0.61 -0.09 -0.15
0.00 -0.52 0.35
2.63 -0.18 -0.94
-2.46 0.10 1.96
-0.79 -0.49 -0.90
-2.04 -0.40 0.36
-0.24 0.55 -0.93
0.00 -0.12 0.45
0.84 -0.47 -1.17
0.11 -0.42 1.22
-0.88 0.22 -0.62
-0.10 0.08 -0.80
-0.08 -0.45 1.03
-0.23 -0.03 0.98
-0.37 0.25 -0.30
1.24 0.09 -0.32
0.51 -0.14 -0.64
-0.47 0.65 0.43
0.07 -1.25 -0.25
0.42 1.10 -0.40
0.05 -0.32 -1.21
-0.07 -1.10 0.19
-0.41 -0.77 0.20
-1.31 -2.35 -0.09
1.00 0.80 1.39
-0.58 0.68 -0.05
2.16 1.96 0.92
-0.30 -0.70 -1.03
-0.18 -0.31 0.39
0.05 -0.70 -0.49
0.51 0.40 0.17
0.07 -0.23 -0.04
0.51 -0.68 0.08
-0.32 -1.02 0.95
-0.56 0.52 0.07
0.01 0.44 0.20
-0.84 0.40 -0.18
0.65 0.25 0.11
0.32 1.43 -0.38
-0.16 0.58 -0.23
-0.12 -1.20 -0.06
-0.76 0.91 -0.23
0.42 -0.15 0.31
-0.46 0.02 -0.21
-0.03 0.04 -0.26
0.25 0.65 0.46
-0.30 -0.51 0.10
0.53 0.98 -1.13
0.13 -0.53 1.63
-0.95 -1.45 0.77
0.84 1.36 0.30
1.16 -1.05 -1.14
0.12 0.10 0.47
-1.14 0.21 0.32
-0.50 0.59 -1.09
0.67 0.69 0.83
-1.41 -1.79 -1.39
-0.47 1.16 0.51
0.14 0.85 -0.29
-0.31 0.89 -0.18
-1.35 -0.48 -0.64
-1.09 1.11 -1.55
0.35 -0.58 0.23
0.39 0.76 -0.21
0.64 0.09 -0.86
-0.44 0.11 -0.49
0.19 -0.14 0.34
-0.09 0.25 -0.14
0.02 -0.35 0.62
0.21 0.23 0.09
1.63 -0.04 0.25
-0.63 -1.01 -0.23
1.63 0.27 0.62
0.49 0.50 0.24
-0.86 -1.15 1.38
0.65 -0.04 0.06
0.96 -0.93 1.07
-0.54 -0.09 -0.10
0.02 -0.62 -0.49
-0.40 0.09 0.36
-0.13 1.46 -0.90
-0.34 -0.18 -1.49
-0.17 -0.31 0.38
0.62 -0.29 0.15
0.11 0.74 0.54
-0.34 0.13 0.26
1.54 0.32 0.60
0.83 -1.02 -0.27
-3.18 0.78 -0.19
-0.21 -0.57 0.25
0.69 0.30 -0.44
0.85 -1.90 -0.52
-0.56 0.91 0.96
-0.16 1.05 -0.30
-0.79 0.16 -0.17
0.54 -0.33 -0.18
0.89 -1.76 1.27
0.03 0.02 -0.87
0.37 0.48 -0.49
-0.86 1.44 -0.06
-0.25 -0.25 -0.02
1.76 0.41 0.02
-1.02 -0.58 -0.26
-0.32 -0.30 0.41
0.40 0.40 -0.36
-0.77 1.38 0.18
0.42 -1.48 0.05
-0.40 -0.32 0.02
0.02 0.06 -0.03
0.20 -0.12 -0.52
0.01 0.16 0.56
-0.64 -0.81 -0.11
-0.07 0.53 0.23
1.62 0.36 2.33
-0.73 0.25 -0.98
-0.76 -0.88 -0.31
0.46 0.16 -0.95
0.50 0.56 0.68
0.02 0.14 -0.38
0.07 -0.20 -0.20
-0.10 -0.33 -0.29
-4.28 2.23 0.94
1.03 0.30 -0.01
1.22 -1.26 -0.21
2.02 -1.72 -0.24
-0.21 -0.04 0.11

energy = -8918.11402 Eh
charge = +3
Kohn-Sham gap = 6.789 eV